(1)
237
Properties=species:S:1:pos:R:3:forces:R:3 method="wB97M-V/def2-TZVPD" homo_ha=-0.30688 spin_multiplicity=1 smiles=CC1(C)CCCC(C)(C)N1O.CC1(C)CCCC(C)(C)N1O.CC1(C)CCCC(C)(C)N1O.CC1(C)CCCC(C)(C)N1O.CC1(C)CCCC(C)(C)N1O.CC1(C)CCCC(C)(C)N1O.CC1(C)CCCC(C)(C)N1O.CCO.CCO.CCO relative_energy_kj_mol=39.0 charge=0
C 12.2143 23.4552 17.7663 1.2294 2.0574 -1.1079
C 11.0710 23.9581 18.6773 1.8454 -1.0783 1.2975
C 11.6139 24.7937 19.8742 -0.3561 -0.2785 -0.2099
C 10.1393 24.7691 17.8980 -1.5219 0.6495 -2.5062
C 9.2440 23.8875 16.9558 0.6171 0.6444 0.0873
C 8.6615 22.7367 17.7178 -1.8556 -1.0784 0.7899
C 9.6868 21.8571 18.4344 0.1783 -1.0161 0.6473
C 9.0257 20.8961 19.4533 -0.5838 -0.6481 0.0814
C 10.5414 20.9917 17.4564 0.1816 -0.2644 -0.2127
N 10.4152 22.7884 19.2915 0.1358 0.3772 0.3564
O 11.3319 22.1213 20.1394 0.0512 -0.2800 -0.2634
H 13.0080 24.2523 17.6963 -0.5467 -0.6813 0.2353
H 12.7130 22.5511 18.0506 0.2291 -0.3768 0.5010
H 11.9535 23.3072 16.7042 -0.4058 0.0578 0.4867
H 12.0619 25.7343 19.5874 0.3262 0.1253 -0.4714
H 10.8461 25.0616 20.6065 -0.3023 -0.3082 -0.3280
H 12.3115 24.1801 20.4080 0.6276 -0.0695 0.3046
H 9.4932 25.3717 18.5386 -0.0764 -0.1207 0.0893
H 10.6972 25.4854 17.2394 -0.2735 -0.4787 0.7043
H 8.4597 24.5145 16.5506 -0.3108 0.1375 -0.0330
H 9.7755 23.5175 16.0622 0.1676 0.1620 0.4297
H 7.9896 22.1023 17.0953 0.6374 0.2523 0.0523
H 7.9558 23.0732 18.5260 0.7016 0.1250 -0.5876
H 8.5350 21.4169 20.2714 0.1182 0.4507 0.0079
H 9.7824 20.2604 19.9301 -0.0533 0.1332 -0.2430
H 8.2250 20.2308 19.0671 0.4809 0.4048 -0.4513
H 11.5936 20.7726 17.7610 -0.9907 0.0741 0.2190
H 10.6434 21.5146 16.5215 0.0774 0.2574 -0.5493
H 10.0486 20.0307 17.1960 0.1630 0.4574 0.4449
H 12.1549 21.8453 19.6626 -0.6791 0.3565 0.2049
C 17.6906 15.8652 13.2497 0.9528 1.6837 0.0944
C 16.6973 14.8744 13.7514 0.3162 -1.0174 0.0334
C 15.8893 14.3897 12.5481 -0.6465 0.4102 -0.3276
C 17.3354 13.6593 14.4417 -0.2197 -0.1721 0.7433
C 17.8142 13.9817 15.8710 0.4707 -0.6829 -0.5044
C 16.6267 14.4333 16.6840 0.4373 1.3915 0.7444
C 16.1182 15.7665 16.1041 -0.8385 0.3066 0.4216
C 14.7506 16.1966 16.7676 0.9793 -0.3998 0.5975
C 17.0877 16.9245 16.1568 -0.3972 1.1120 0.6557
N 15.7451 15.4945 14.7159 -0.6927 -0.5472 -0.4728
O 15.2747 16.7354 14.2190 -0.9521 -0.1028 -1.0258
H 17.0723 16.7507 13.0203 0.8359 0.0192 0.0680
H 18.5447 16.0968 13.8930 -0.6301 0.2985 0.8076
H 18.3018 15.6461 12.3976 -0.4639 -0.8929 -1.2042
H 14.9889 13.8856 12.9145 0.1298 -0.1009 -0.1707
H 15.5797 15.2698 11.9702 -0.1884 -0.1095 0.0989
H 16.4195 13.7540 11.8205 0.1400 0.0622 0.6227
H 16.5429 12.8868 14.5619 0.4492 0.2777 -0.2212
H 18.1606 13.2144 13.8606 -0.4107 0.3533 -0.0911
H 18.2259 13.0490 16.2843 0.0498 0.2984 0.0357
H 18.6293 14.7464 15.8896 -0.5991 -0.6419 -0.0572
H 16.9496 14.5925 17.7364 -0.4201 -0.0869 -0.4597
H 15.7974 13.7257 16.6506 0.0902 -0.1858 0.0549
H 14.4207 17.1921 16.4288 0.1607 -0.6098 -0.0021
H 14.7583 16.2327 17.8915 0.2950 -0.2365 -0.9402
H 14.1010 15.3950 16.4258 -0.6824 0.2470 0.1851
H 17.0159 17.4300 17.1311 0.4587 -0.3442 -0.0205
H 16.7519 17.7041 15.4561 0.1906 -0.4114 0.0996
H 18.0976 16.6542 15.9080 0.4372 0.0565 0.1571
H 14.3052 16.6153 14.0682 0.6696 -0.0311 0.0451
C 11.4790 21.0725 12.0927 -1.2537 -0.8368 -1.0786
C 12.1262 20.6809 10.7187 0.0661 -0.5912 1.7016
C 11.0424 20.4747 9.6864 -0.5431 1.0150 0.0843
C 13.2366 21.7186 10.3750 0.2628 -2.6048 1.1690
C 14.1977 21.1878 9.3214 1.0428 0.3218 0.9008
C 14.7693 19.8039 9.6403 0.0080 1.2989 0.9806
C 13.7330 18.7730 10.0254 0.6378 0.5138 0.9816
C 12.9325 18.2127 8.8903 0.5045 -0.6616 -1.6568
C 14.5237 17.6770 10.7088 -0.0152 -1.5816 0.8805
N 12.8519 19.3700 11.0929 0.4636 0.1464 -0.8984
O 11.9192 18.3082 11.3650 -0.4418 1.1234 -0.3225
H 12.1589 20.9943 12.9102 0.7493 -0.1115 0.4078
H 11.0573 22.0759 12.1349 -0.0725 0.1077 -0.4031
H 10.6503 20.3395 12.2693 0.5609 0.6572 0.0295
H 10.2841 21.2682 9.7732 0.0035 -0.2720 0.3493
H 11.4024 20.6404 8.6896 0.3179 -0.4366 -0.6340
H 10.5706 19.5033 9.8187 -0.0353 0.0469 -0.1928
H 12.8606 22.6887 10.1561 -0.5361 0.7471 -0.2223
H 13.7389 21.7269 11.3539 0.3704 0.5753 -0.3269
H 13.7251 21.1302 8.3833 -0.7476 0.1455 -1.3950
H 15.0440 21.8913 9.2274 -0.3122 -0.1692 -0.1317
H 15.4958 19.9151 10.4782 -0.4546 -0.1273 -0.3284
H 15.3307 19.4350 8.8066 0.3723 -0.2448 -0.6124
H 13.5136 17.5077 8.2541 0.0976 0.4273 0.5131
H 12.5741 18.9674 8.1780 -0.2211 -0.2143 0.4359
H 12.1591 17.5940 9.3186 -0.5812 0.1418 -0.1789
H 14.8004 17.9517 11.7401 -0.0960 0.0599 -0.3414
H 15.4325 17.3109 10.2174 -0.0033 0.6816 -0.3766
H 13.9431 16.7499 10.7735 -0.1433 0.2244 0.1999
H 12.1077 18.0395 12.2658 0.2990 -0.1014 0.6296
C 9.3601 9.9994 14.2530 0.7766 -0.0179 -1.1750
C 9.6357 10.4088 15.6684 -1.1028 0.5122 0.4754
C 8.2340 10.5924 16.3200 0.8342 -0.1928 1.8256
C 10.4913 9.3744 16.3556 0.8942 -0.3465 1.7391
C 11.0597 9.8020 17.7617 -0.3651 -0.1651 -1.3380
C 11.8636 11.0739 17.6060 -0.2143 -0.7434 -0.6720
C 11.0030 12.1667 16.9498 0.4646 0.2707 0.7581
C 10.0459 12.8388 17.9646 1.3189 0.9009 -0.2893
C 11.9805 13.3002 16.5943 0.0027 -0.7504 -1.6943
N 10.4050 11.6747 15.6892 0.6073 -0.1308 0.1839
O 9.5857 12.7301 15.2163 -0.3862 0.1478 -0.0971
H 8.8959 10.7663 13.6558 -0.5505 0.4105 0.0700
H 10.2521 9.7811 13.6782 0.6066 -0.0969 0.1225
H 8.7628 9.1079 14.1916 -0.4697 -0.3822 0.2258
H 7.5990 9.6697 16.2616 0.6108 0.8984 0.0621
H 8.4261 10.8962 17.3897 -0.6029 -0.7550 -0.8924
H 7.7484 11.4629 15.9020 -0.2922 -0.0847 -0.4202
H 9.9618 8.4514 16.5590 -0.5235 -0.1899 -0.4059
H 11.3562 9.0916 15.7392 -0.1810 0.2610 -0.0742
H 10.2586 9.9672 18.4919 0.0343 -0.2114 -0.1252
H 11.6995 8.9876 18.0980 -0.0752 -0.0525 0.2568
H 12.7368 10.8707 16.9363 -0.5009 0.1856 0.5898
H 12.2032 11.3438 18.6074 0.2112 0.5564 -0.2313
H 9.2680 12.3122 18.4774 -0.3405 -0.4926 0.0196
H 9.6894 13.7579 17.5041 -0.6263 -0.1290 -0.0707
H 10.7599 13.2336 18.6895 -0.2574 -0.1390 0.5268
H 11.4065 14.0786 16.0487 0.8317 -0.0720 0.5750
H 12.7697 12.8739 15.9365 -0.5426 0.3782 0.0323
H 12.5188 13.6318 17.4667 -0.1661 0.5240 0.4015
H 9.9163 12.8936 14.3321 0.1780 -0.0229 -0.3589
C 16.1940 22.9447 12.5752 0.6063 -0.5976 -1.1328
C 15.7727 22.3806 13.9672 0.4279 0.1316 -1.0873
C 14.5368 23.1361 14.3748 -0.5271 1.1580 1.0576
C 15.5189 20.8695 13.8567 1.6128 0.0199 1.0712
C 16.8166 20.0696 13.6358 -0.4560 0.0094 0.3755
C 17.7550 20.3429 14.8387 0.2410 1.7098 -1.8292
C 18.1049 21.8581 14.9567 -0.2470 0.7701 1.4726
C 18.7863 22.1069 16.3808 0.8523 -0.4187 -1.2004
C 18.9612 22.4564 13.8580 0.3454 -0.6995 -0.6749
N 16.7895 22.6007 15.0619 0.4086 0.0899 -0.4974
O 17.1222 23.9933 15.2280 -0.6641 -0.0715 -0.2323
H 17.1157 23.5200 12.6462 -0.2348 0.3959 -0.0337
H 16.4993 22.1434 11.8346 -0.5444 0.6276 0.8316
H 15.4257 23.5646 12.0676 0.3495 -0.3862 0.5303
H 14.0911 22.6952 15.2515 0.0597 -0.2097 0.7313
H 14.8741 24.1550 14.6511 -0.4092 -0.4233 -0.0643
H 13.6706 23.2589 13.7144 0.6473 -0.3658 -0.6797
H 15.1294 20.5255 14.8192 -0.3599 0.1035 -0.1943
H 14.8517 20.6756 13.0578 -1.0625 -0.1668 -0.6849
H 16.5973 18.9954 13.5704 -0.1687 0.1333 0.2697
H 17.2275 20.2776 12.6327 0.3328 0.2814 0.5295
H 18.6904 19.8490 14.6233 0.3500 -0.5434 0.6192
H 17.2801 20.1060 15.7841 0.0975 -0.5945 0.0273
H 19.7046 21.4684 16.5813 -1.2883 0.3727 -0.4020
H 17.9845 21.9128 17.0609 -0.1884 -0.2969 0.8483
H 19.1216 23.1397 16.5490 -0.2927 -0.2026 -0.3930
H 19.0142 23.5547 13.9223 0.0576 -0.5372 -0.0659
H 18.6026 22.1343 12.8747 0.0368 0.2918 0.0902
H 19.9766 22.0719 13.8998 0.2445 0.0100 0.2880
H 17.3428 24.4097 14.3657 -0.2116 -0.6081 0.3670
C 8.3537 13.8191 12.4558 0.7169 1.4709 0.3188
C 8.8404 13.7317 11.0107 0.3671 -0.5291 -1.2679
C 7.8981 12.7890 10.1993 -0.2589 0.1239 -0.1046
C 8.9897 15.1360 10.3427 -0.4972 -2.0673 -0.0913
C 10.1574 15.8688 10.9079 0.6411 3.1096 0.2875
C 11.4908 15.1870 10.6940 -1.2340 -0.8373 -0.2880
C 11.4683 13.7771 11.2782 0.0509 0.2576 -0.1809
C 12.6037 13.0177 10.6200 0.6210 -1.7835 -0.4355
C 11.7116 13.7559 12.7852 0.0863 0.2406 -0.5063
N 10.2159 13.1051 10.8689 -0.9970 0.0168 0.1292
O 10.1286 11.8490 11.5596 0.5747 -0.6404 -1.0171
H 7.2949 13.9753 12.6542 -0.2695 0.0108 -0.7240
H 8.5929 12.9117 12.9781 0.2685 -0.3029 0.2685
H 8.8456 14.7224 12.8989 -0.2061 -0.9927 0.1123
H 8.2472 12.5307 9.1855 0.3986 0.1218 0.5134
H 7.6508 11.8601 10.7365 0.4063 0.2860 -0.0742
H 6.9310 13.2507 10.0118 -0.1580 0.4254 0.2397
H 9.0460 14.9722 9.2548 0.4846 0.0686 0.2272
H 8.0543 15.6421 10.4589 -0.5733 0.6202 0.3958
H 10.2172 16.8846 10.4223 -0.0611 -0.8951 0.3015
H 10.0242 16.1770 11.9691 -0.1553 -0.5174 -0.3394
H 12.3674 15.6925 11.0671 -0.0244 0.4301 0.2531
H 11.5768 15.1223 9.6120 0.3755 -0.2148 -0.2573
H 12.4708 12.9239 9.5275 -0.0920 0.2788 0.4008
H 12.6459 11.9679 10.9944 -0.0750 0.5872 -0.0925
H 13.6179 13.4025 10.8006 -0.4402 0.3426 0.1107
H 12.7387 14.1160 12.9320 -0.1928 -0.4156 0.4156
H 11.5347 12.7262 13.0858 0.5345 -0.0549 0.4479
H 11.0405 14.3958 13.3470 -0.2271 0.2829 0.0420
H 10.3811 11.2214 10.8466 -0.3347 0.4209 0.8267
C 13.1269 19.9028 22.0200 -1.0414 -1.2562 0.0351
C 14.5672 20.3050 21.8189 0.2650 0.7466 -0.4393
C 14.8475 21.5073 22.6998 -0.1808 0.7396 0.1317
C 15.5650 19.2407 22.2286 0.7207 -0.3295 0.2174
C 15.7863 18.1395 21.2245 0.2804 -1.2518 -0.2407
C 16.0567 18.6971 19.8438 -0.6093 -0.0835 -1.6330
C 14.9568 19.6782 19.3928 0.8046 -0.6209 -0.4750
C 15.3013 20.4081 18.0530 0.5114 0.4288 0.5191
C 13.6720 18.9358 19.1793 -1.6352 0.9345 -0.8941
N 14.9029 20.6897 20.4302 0.6459 0.4092 0.4116
O 14.0411 21.7119 19.9941 -0.8549 -0.0095 0.1702
H 12.3552 20.5922 21.6681 0.4458 0.1878 -0.2581
H 12.9034 18.9142 21.5853 0.0744 0.4520 0.1939
H 12.9163 19.7848 23.0751 0.1388 0.0271 0.4630
H 14.6843 21.3226 23.7636 -0.0073 -0.2762 -0.1101
H 15.8538 21.8706 22.5680 0.5593 -0.0879 -0.0474
H 14.2165 22.3417 22.4274 -0.4519 0.1863 -0.0460
H 16.5552 19.7069 22.4193 -0.6873 -0.0764 0.2379
H 15.1401 18.7697 23.1148 0.4558 0.2013 0.4391
H 16.6842 17.5199 21.4656 -0.7465 0.3685 0.2872
H 14.9076 17.4744 21.3124 0.3682 0.0341 -0.6248
H 16.1392 17.9427 19.0084 -0.0075 0.3742 1.1059
H 16.9877 19.2479 19.8635 0.4352 0.1455 0.0329
H 16.0828 21.1750 18.2781 -0.4626 -0.5793 -0.3536
H 14.4327 20.9428 17.6276 0.2918 -0.2693 0.3150
H 15.6698 19.7415 17.2583 -0.0484 -0.0868 0.4650
H 13.3189 18.2242 19.9075 0.2077 -0.0195 0.3736
H 13.6493 18.4129 18.2395 0.3814 -0.2611 -0.5487
H 12.9135 19.7363 19.0377 -0.0350 -0.6407 0.3415
H 14.6024 22.4752 19.9140 0.3344 0.5396 -0.1033
C 7.4470 16.1490 15.9063 -0.5389 0.5856 1.1681
C 8.5429 16.5977 14.9890 1.7716 -0.6214 0.7680
O 9.7620 15.7688 15.2097 -0.6848 0.4310 -0.4667
H 7.1525 15.1024 15.8167 -0.0262 0.0377 -0.4369
H 6.5567 16.8115 15.8468 0.3974 -0.4883 -0.2391
H 7.8112 16.2665 16.9409 -0.0483 -0.0486 -0.3128
H 8.8842 17.6154 15.2819 -0.3168 -0.5950 -0.3220
H 8.2970 16.5874 13.9325 -0.1582 -0.0162 -0.2001
H 9.5751 14.8074 15.2430 -0.4150 0.6523 0.0305
C 11.2603 16.6108 18.3591 0.6635 0.7044 -1.6541
C 10.3283 17.0459 19.4043 -0.7285 0.6988 0.3665
O 9.1131 17.4195 18.7178 0.1173 0.0712 0.2435
H 11.5850 17.5492 17.8248 0.1872 -1.1227 0.4975
H 10.6980 16.0477 17.6259 -0.1175 -0.2705 -0.2805
H 12.0727 15.9656 18.6898 0.2825 0.3677 0.1307
H 10.7822 17.8544 19.9875 -0.3900 0.2165 -0.0098
H 10.1237 16.2443 20.0846 -0.4074 -0.5360 0.5415
H 8.7588 18.2724 18.9907 0.3387 -0.0872 0.2914
C 12.8848 19.0414 15.0594 0.3185 0.1155 0.2822
C 12.0730 17.7966 15.0642 -0.6081 -0.1132 -1.7725
O 12.4425 16.9452 13.8992 0.1072 1.3875 0.7065
H 13.9260 18.8047 15.3018 -0.0973 0.4258 -0.0745
H 12.4402 19.7724 15.7513 0.3750 -0.3249 0.1732
H 12.8126 19.5213 14.0983 0.2891 0.0292 -0.5189
H 11.0359 18.0868 15.0905 -0.6818 -0.1412 -0.8197
H 12.1521 17.2471 15.9415 0.6947 -1.2571 1.4283
H 11.7618 16.3077 13.6730 -0.4277 -0.1924 0.5385


(2)
51
Properties=species:S:1:pos:R:3:forces:R:3 method="wB97M-V/def2-TZVPD" homo_ha=-0.19080 spin_multiplicity=1 charge=-1
C -2.8522 0.7182 2.0563 -0.1222 0.8048 0.7436
C -2.3009 -0.3374 2.0663 0.3075 -1.2187 -0.7250
P -1.2082 -1.6794 1.8833 0.7508 0.0407 0.2634
C -0.6445 -2.1114 3.6846 -0.2375 -0.6633 1.6307
O 0.5526 -2.1737 3.8765 0.1791 0.2078 -0.5182
O -1.6324 -2.2747 4.4101 -0.1882 0.1499 -0.5537
C 0.2091 -1.1956 0.6736 0.4368 0.7243 -1.4998
O 1.2433 -1.8114 0.8737 -0.1833 -0.3936 0.3556
O -0.1245 -0.3545 -0.1706 -0.2661 -0.1869 0.4771
H -3.1701 1.6706 2.3702 -0.4895 0.4996 -0.2418
H -1.9189 -2.7492 1.3265 -0.1794 0.0742 0.0516
C 1.3511 -7.3907 -2.0060 -0.0032 -0.0114 -0.1596
C 2.2211 -6.3616 -2.7223 0.0630 -0.0495 0.1075
C 2.6038 -5.1723 -1.8410 -0.0374 0.0303 -0.0773
C 1.4300 -4.3301 -1.3383 0.0420 -0.0347 0.0297
C 0.5403 -3.7416 -2.4307 0.0130 0.0352 0.0051
C 1.2735 -2.7694 -3.3488 -0.0628 -0.0443 -0.0547
H 0.4001 -6.9621 -1.6885 0.0074 0.0111 0.0346
H 1.1283 -8.2331 -2.6645 -0.0104 -0.0223 0.0314
H 1.8599 -7.7819 -1.1227 -0.0236 0.0265 0.0379
H 1.7093 -6.0141 -3.6243 0.0008 0.0260 0.0047
H 3.1387 -6.8529 -3.0609 -0.0116 0.0050 -0.0412
H 3.2991 -4.5341 -2.3942 -0.0001 0.0090 0.0055
H 3.1608 -5.5394 -0.9731 0.0041 -0.0141 0.0014
H 1.8210 -3.5129 -0.7292 -0.0570 0.0085 0.0365
H 0.8126 -4.9317 -0.6647 0.0131 -0.0010 0.0211
H -0.2840 -3.2087 -1.9505 0.0041 0.0065 0.0154
H 0.0837 -4.5402 -3.0269 0.0052 -0.0051 0.0073
H 1.6946 -1.9441 -2.7729 0.0055 -0.0059 0.0234
H 0.5898 -2.3482 -4.0886 0.0223 0.0329 -0.0018
H 2.0837 -3.2604 -3.8933 0.0130 0.0080 0.0088
C 0.3012 3.5732 0.6047 -0.0200 0.0161 0.1465
C -1.0986 4.0101 1.0251 0.0594 -0.0280 -0.1163
C -1.6171 5.2242 0.2549 -0.0616 -0.0028 0.0648
C -0.7985 6.5030 0.4387 0.0297 -0.0200 -0.0378
C -0.6564 6.9739 1.8847 -0.0685 0.1138 -0.0293
C -1.9873 7.3289 2.5418 0.1060 -0.0394 0.0696
H 1.0413 4.3540 0.7945 -0.0001 0.0146 -0.0180
H 0.6089 2.6864 1.1576 0.0023 -0.0487 -0.0631
H 0.3281 3.3245 -0.4570 0.0112 -0.0104 -0.0093
H -1.1133 4.2096 2.1013 -0.0276 0.0135 -0.0024
H -1.7840 3.1764 0.8580 0.0030 -0.0114 0.0118
H -2.6559 5.4120 0.5446 0.0042 0.0230 -0.0105
H -1.6440 4.9809 -0.8116 0.0100 -0.0211 -0.0027
H -1.2642 7.3011 -0.1499 0.0012 0.0216 0.0201
H 0.1987 6.3613 0.0139 0.0019 -0.0245 -0.0021
H -0.0130 7.8584 1.8977 0.0314 -0.0164 0.0174
H -0.1433 6.2159 2.4814 0.0047 -0.0269 -0.0258
H -2.4992 8.1161 1.9837 -0.0300 -0.0222 -0.0192
H -1.8300 7.6884 3.5601 -0.0349 0.0155 0.0036
H -2.6509 6.4654 2.5993 -0.0179 0.0046 -0.0163